Entry 1:
The following is a DFT calculation (ωB97M-V with the def2-TZVPD basis set) of C26H26N5O7W as an isolated structure in a non-equilibrium geometry.

Values from the calculation:
**Orbital gap (alpha / beta)**: 6.44 / 6.44 eV
**Relative energy (zero: lowest compared OMol25 entry of this formula, charge and spin)**: 0.0 kJ/mol
**Net charge**: -1
**Multiplicity**: 1

```
65
C26H26N5O7W ωB97M-V with the def2-TZVPD basis set
W -0.68 0.96 -0.24
N -1.60 -0.68 1.02
C -1.22 -0.49 2.45
C -0.15 0.57 2.69
O 0.26 0.73 3.84
N 0.25 1.23 1.59
C 1.03 2.44 1.73
C 0.43 3.49 0.80
O 0.78 4.65 0.83
O -0.46 3.01 -0.04
H -2.60 -0.56 0.91
H -1.34 -1.61 0.71
H -0.88 -1.43 2.88
H -2.09 -0.15 3.01
H 2.07 2.29 1.41
H 1.03 2.80 2.75
O -1.59 -0.73 -3.95
C -1.58 -0.09 -2.92
O -0.98 -0.42 -1.81
C -2.35 1.18 -2.72
C -3.27 1.72 -3.60
C -4.09 2.75 -3.16
C -4.02 3.14 -1.83
C -3.08 2.56 -1.00
N -2.21 1.66 -1.48
C -3.10 2.61 0.50
O -3.86 3.33 1.11
O -2.30 1.71 1.00
H -3.34 1.29 -4.59
H -4.81 3.20 -3.83
H -4.71 3.85 -1.39
C -1.56 -3.85 -0.92
C -0.14 -3.27 -0.95
C 0.48 -3.03 0.41
C 0.50 -4.06 1.36
C 1.15 -3.90 2.57
C 1.85 -2.73 2.82
C 1.86 -1.69 1.90
C 2.70 -0.47 2.23
C 4.19 -0.79 2.23
C 1.13 -1.83 0.72
N 1.01 -0.71 -0.17
C 2.01 -0.45 -0.94
C 1.97 0.70 -1.75
C 2.85 1.27 -2.67
C 2.26 2.45 -3.09
C 1.03 2.55 -2.42
N 0.85 1.49 -1.61
H -1.96 -3.89 -1.94
H -2.24 -3.22 -0.33
H -1.60 -4.85 -0.50
H -0.14 -2.35 -1.52
H 0.51 -3.97 -1.48
H -0.01 -4.99 1.13
H 1.14 -4.70 3.30
H 2.38 -2.61 3.75
H 2.38 -0.08 3.20
H 2.50 0.32 1.51
H 4.44 -1.57 2.96
H 4.77 0.10 2.49
H 4.53 -1.14 1.25
H 2.88 -1.11 -0.96
H 3.81 0.86 -2.97
H 2.65 3.17 -3.79
H 0.30 3.34 -2.45
```

Here is what Löwdin gives for the atomic charges, in e: W 1.773; N -0.034; C -0.109; C -0.556; O 0.012; N -0.126; C -0.105; C -0.570; O 0.063; O -0.192; H 0.104; H 0.057; H 0.117; H 0.127; H 0.121; H 0.130; O 0.061; C -0.554; O -0.196; C -0.162; C 0.005; C -0.053; C 0.012; C -0.158; N 0.002; C -0.565; O 0.067; O -0.152; H 0.119; H 0.100; H 0.120; C -0.090; C -0.192; C -0.183; C -0.046; C -0.080; C -0.042; C -0.166; C -0.202; C -0.082; C -0.186; N -0.017; C -0.061; C -0.304; C -0.054; C -0.090; C -0.129; N -0.087; H 0.077; H 0.065; H 0.061; H 0.078; H 0.121; H 0.105; H 0.098; H 0.117; H 0.111; H 0.074; H 0.064; H 0.072; H 0.069; H 0.148; H 0.093; H 0.083; H 0.114



Entry 2:
The following is a DFT calculation (ωB97M-V with the def2-TZVPD basis set) of a 2-piece molecular cluster, C4H11NO overall in a non-equilibrium geometry.

Values from the calculation:
**Orbital gap (alpha / beta)**: 9.71 / 4.80 eV
**Relative energy (zero: lowest compared OMol25 entry of this formula, charge and spin)**: 263.0 kJ/mol
**Net charge**: +1
**Multiplicity**: 2

```
17
C4H11NO ωB97M-V with the def2-TZVPD basis set
C -1.04 -2.10 -1.39
C -0.93 -0.70 -1.91
H -0.48 -2.90 -1.93
H -0.43 -2.14 -0.38
H -1.92 -2.55 -1.19
H -1.27 -0.68 -2.95
H -0.02 -0.21 -1.74
H -1.71 -0.14 -1.29
C 0.75 0.63 2.33
C 1.12 1.07 1.00
O 2.00 0.54 0.40
N 0.68 2.27 0.48
H 0.19 -0.30 2.15
H 0.28 1.45 2.93
H 1.18 2.78 -0.23
H -0.21 2.59 0.85
H 1.81 0.39 2.87
```

Here is what Löwdin gives for the atomic charges, in e: C -0.183; C -0.176; H 0.086; H 0.086; H 0.020; H 0.078; H 0.020; H 0.087; C 0.066; C -0.491; O 0.396; N 0.264; H 0.125; H 0.131; H 0.153; H 0.149; H 0.190



Entry 3:
The following is a DFT calculation (ωB97M-V with the def2-TZVPD basis set) of C44H63ClI2KN2O5P2SeSi as an isolated structure in a non-equilibrium geometry.

Values from the calculation:
**Orbital gap**: 3.39 eV
**Relative energy (zero: lowest compared OMol25 entry of this formula, charge and spin)**: 175.0 kJ/mol
**Net charge**: -1
**Multiplicity**: 1

```
122
C44H63ClI2KN2O5P2SeSi ωB97M-V with the def2-TZVPD basis set
K -2.34 -0.12 -1.68
C -1.50 2.96 -0.54
Si -0.09 1.72 -0.11
C 0.11 1.44 1.80
C 1.24 1.98 2.48
C 1.53 1.69 3.81
C 0.71 0.84 4.54
C -0.39 0.28 3.91
C -0.71 0.57 2.58
P -2.12 -0.26 1.74
C -3.77 0.39 2.39
C -4.10 0.62 3.88
C -3.46 1.89 4.45
C -3.88 3.12 3.64
C -3.53 2.92 2.16
C -4.20 1.65 1.62
C -2.13 -2.01 2.38
C -0.84 -2.70 1.88
C -0.89 -4.21 2.12
C -1.12 -4.55 3.62
C -1.31 -3.29 4.46
C -2.40 -2.38 3.87
C 1.41 2.92 -0.53
C 1.37 4.23 -0.01
C 2.27 5.23 -0.37
C 3.26 4.95 -1.30
C 3.35 3.67 -1.83
C 2.47 2.64 -1.46
P 2.61 0.95 -2.19
C 3.95 1.17 -3.48
C 5.43 1.31 -3.09
C 6.28 1.65 -4.32
C 6.13 0.59 -5.41
C 4.66 0.41 -5.80
C 3.81 0.09 -4.57
C 3.46 0.00 -0.82
C 4.63 0.63 -0.05
C 4.87 -0.15 1.27
C 4.50 -1.64 1.14
C 4.78 -2.13 -0.28
C 3.88 -1.40 -1.31
H -1.59 3.76 0.21
H -2.49 2.49 -0.65
H -1.25 3.42 -1.50
H 1.92 2.63 1.93
H 2.41 2.13 4.28
H 0.92 0.61 5.58
H -1.03 -0.38 4.49
H -4.41 -0.44 2.04
H -3.88 -0.24 4.50
H -5.19 0.76 3.93
H -2.37 1.80 4.42
H -3.74 2.00 5.50
H -3.39 4.01 4.02
H -4.96 3.27 3.74
H -2.44 2.82 2.06
H -3.83 3.78 1.57
H -4.01 1.55 0.55
H -5.30 1.77 1.72
H -2.95 -2.44 1.79
H 0.03 -2.26 2.38
H -0.73 -2.51 0.82
H 0.02 -4.68 1.75
H -1.71 -4.62 1.52
H -0.29 -5.14 4.01
H -2.02 -5.18 3.72
H -0.37 -2.74 4.53
H -1.59 -3.56 5.48
H -2.48 -1.50 4.50
H -3.36 -2.90 3.94
H 0.57 4.48 0.69
H 2.19 6.23 0.06
H 3.96 5.72 -1.60
H 4.14 3.49 -2.57
H 3.64 2.11 -3.96
H 5.78 0.35 -2.69
H 5.57 2.05 -2.31
H 7.34 1.76 -4.03
H 5.96 2.62 -4.72
H 6.52 -0.37 -5.04
H 6.73 0.86 -6.29
H 4.55 -0.37 -6.56
H 4.29 1.35 -6.24
H 4.12 -0.89 -4.16
H 2.76 -0.02 -4.85
H 2.63 -0.13 -0.11
H 4.44 1.68 0.17
H 5.53 0.59 -0.66
H 4.29 0.30 2.07
H 5.93 -0.06 1.55
H 3.43 -1.78 1.37
H 5.06 -2.23 1.87
H 4.65 -3.21 -0.36
H 5.84 -1.93 -0.51
H 2.99 -2.00 -1.52
H 4.43 -1.32 -2.26
I -1.09 -2.06 -4.90
C -1.47 -0.19 -5.83
I -0.50 1.46 -4.92
H -2.54 -0.01 -5.75
H -1.13 -0.26 -6.85
O -5.75 0.49 -3.39
Cl -4.46 1.11 -3.20
O -4.37 2.36 -3.91
O -4.21 1.32 -1.77
O -3.41 0.20 -3.67
O -0.25 -1.39 -1.47
H 0.19 -1.43 -0.61
H -0.97 -2.03 -1.42
Se -2.12 -4.36 -1.46
N -2.85 -2.75 -1.20
C -4.05 -2.99 -0.70
C -5.00 -1.97 -0.35
C -6.17 -2.34 0.21
C -6.49 -3.72 0.46
C -5.64 -4.72 0.14
C -4.38 -4.39 -0.47
N -3.48 -5.28 -0.82
H -4.78 -0.93 -0.55
H -6.89 -1.57 0.46
H -7.44 -3.97 0.92
H -5.89 -5.76 0.32
```

These are the Löwdin partial charges, in e, on atoms 1 to 99: K 0.516; C -0.261; Si 0.639; C -0.302; C -0.111; C -0.104; C -0.109; C -0.134; C -0.383; P 1.103; C -0.416; C -0.193; C -0.196; C -0.201; C -0.200; C -0.209; C -0.420; C -0.228; C -0.188; C -0.186; C -0.211; C -0.190; C -0.308; C -0.137; C -0.105; C -0.110; C -0.116; C -0.366; P 1.077; C -0.468; C -0.221; C -0.201; C -0.215; C -0.206; C -0.233; C -0.448; C -0.194; C -0.185; C -0.210; C -0.198; C -0.203; H 0.009; H -0.026; H 0.029; H 0.078; H 0.094; H 0.092; H 0.080; H 0.081; H 0.079; H 0.113; H 0.091; H 0.105; H 0.105; H 0.108; H 0.091; H 0.114; H 0.059; H 0.120; H 0.081; H 0.115; H 0.061; H 0.107; H 0.073; H 0.100; H 0.104; H 0.105; H 0.108; H 0.056; H 0.116; H 0.095; H 0.092; H 0.092; H 0.075; H 0.098; H 0.100; H 0.092; H 0.104; H 0.113; H 0.111; H 0.100; H 0.104; H 0.113; H 0.099; H 0.078; H 0.087; H 0.105; H 0.085; H 0.093; H 0.103; H 0.107; H 0.100; H 0.101; H 0.108; H 0.109; H 0.072; I 0.763; C -1.153; I 0.796



Entry 4:
The following is a DFT calculation (ωB97M-V with the def2-TZVPD basis set) of C5H3CoLiO3 as an isolated structure in a non-equilibrium geometry.

Values from the calculation:
**Orbital gap (alpha / beta)**: 4.58 / 6.24 eV
**Relative energy (zero: lowest compared OMol25 entry of this formula, charge and spin)**: 220.2 kJ/mol
**Net charge**: +2
**Multiplicity**: 6

```
13
C5H3CoLiO3 ωB97M-V with the def2-TZVPD basis set
O -1.47 -2.05 0.20
C -1.59 -0.87 0.53
C -0.57 0.17 0.47
C -0.86 1.32 1.21
H -2.55 -0.56 0.98
H -0.38 2.27 0.96
H -1.68 1.33 1.92
O 0.64 -0.80 -1.41
C 0.58 0.11 -0.40
Li -0.06 -2.65 -0.86
C 2.14 1.18 -0.22
O 3.04 0.97 -0.99
Co 2.75 -0.40 -2.39
```

Here is what Löwdin gives for the atomic charges, in e: O -0.015; C -0.153; C -0.237; C 0.201; H 0.164; H 0.102; H 0.107; O -0.257; C -0.199; Li 0.820; C 0.149; O -0.073; Co 1.391



Entry 5:
The following is a DFT calculation (ωB97M-V with the def2-TZVPD basis set) of a 8-piece molecular cluster, C31H63BClF9N8O8S overall in a non-equilibrium geometry.

Values from the calculation:
**Orbital gap**: 6.34 eV
**Net charge**: 0
**Multiplicity**: 1

```
122
C31H63BClF9N8O8S ωB97M-V with the def2-TZVPD basis set
C 4.46 -1.45 1.61
C 3.07 -0.60 1.27
Cl 1.68 -1.60 2.04
C 3.13 0.97 1.86
B 1.94 1.91 1.15
C 0.39 1.61 1.73
C -0.71 2.73 1.24
C -2.18 2.59 1.99
C -2.72 1.05 2.10
C -4.23 0.83 1.42
F -4.16 1.59 0.11
F -5.19 1.41 2.38
C -4.37 -0.79 1.17
F -3.88 -1.48 2.42
F -3.47 -1.30 0.08
S -6.10 -1.41 0.83
F -6.66 -1.13 2.43
F -5.52 -3.01 1.25
F -5.60 -1.79 -0.80
F -6.67 0.08 0.23
F -7.65 -2.08 0.48
N 2.21 2.93 0.04
C 2.30 2.16 -1.12
O 2.18 1.41 -2.25
H 5.30 -0.71 1.95
H 4.73 -2.08 0.66
H 4.20 -2.24 2.47
H 2.87 -0.50 0.11
H 2.88 0.93 3.02
H 4.20 1.43 1.65
H 0.41 1.47 2.91
H 0.08 0.59 1.19
H -0.82 2.80 0.07
H -0.27 3.79 1.58
H -2.92 3.35 1.50
H -2.01 2.97 3.11
H -2.87 0.73 3.24
H -2.03 0.24 1.62
C 4.66 5.33 -2.48
N 4.50 5.25 -1.05
C 5.30 5.79 -0.08
C 6.51 6.57 -0.52
O 5.01 5.64 1.11
H 3.77 5.80 -2.90
H 4.75 4.31 -2.87
H 5.55 5.90 -2.77
H 3.71 4.74 -0.68
H 7.04 6.94 0.36
H 7.18 5.93 -1.09
H 6.20 7.43 -1.12
C -7.83 -6.08 -1.34
N -8.29 -5.78 -2.68
C -8.17 -4.61 -3.36
C -7.47 -3.46 -2.68
O -8.62 -4.51 -4.50
H -7.14 -6.92 -1.41
H -8.69 -6.37 -0.74
H -7.33 -5.23 -0.87
H -8.77 -6.50 -3.20
H -7.45 -2.59 -3.35
H -8.01 -3.18 -1.77
H -6.44 -3.74 -2.44
C 5.12 -2.91 6.88
N 4.79 -3.04 5.48
C 3.60 -3.41 4.93
C 2.46 -3.73 5.86
O 3.48 -3.47 3.71
H 5.44 -1.88 7.06
H 5.95 -3.58 7.09
H 4.28 -3.14 7.53
H 5.51 -2.84 4.79
H 1.58 -4.00 5.28
H 2.73 -4.57 6.51
H 2.22 -2.85 6.47
C 0.24 -6.01 -0.86
N 0.44 -6.01 0.57
C -0.18 -5.23 1.50
C -1.20 -4.24 1.02
O 0.11 -5.35 2.69
H -0.08 -7.01 -1.16
H 1.20 -5.79 -1.34
H -0.51 -5.28 -1.18
H 1.11 -6.65 0.96
H -1.61 -3.69 1.88
H -0.73 -3.52 0.34
H -2.02 -4.76 0.52
C 9.35 8.41 -4.88
N 8.25 8.25 -3.96
C 6.94 8.61 -4.13
C 6.57 9.26 -5.44
O 6.13 8.41 -3.24
H 9.76 7.42 -5.08
H 10.11 9.02 -4.40
H 9.04 8.88 -5.82
H 8.43 7.82 -3.06
H 5.50 9.49 -5.44
H 7.12 10.19 -5.57
H 6.77 8.57 -6.27
C -9.53 0.49 1.20
N -10.60 1.29 1.73
C -11.94 1.02 1.72
C -12.39 -0.26 1.07
O -12.73 1.81 2.23
H -8.85 0.24 2.01
H -9.00 1.09 0.45
H -9.88 -0.43 0.73
H -10.37 2.17 2.19
H -13.48 -0.33 1.13
H -12.11 -0.26 0.01
H -11.95 -1.11 1.58
C 5.43 -3.64 -4.74
N 5.63 -3.64 -3.31
C 5.01 -2.86 -2.38
C 3.99 -1.87 -2.86
O 5.30 -2.99 -1.19
H 5.10 -4.64 -5.04
H 6.38 -3.42 -5.22
H 4.68 -2.91 -5.06
H 6.30 -4.29 -2.92
H 3.58 -1.32 -2.00
H 4.45 -1.15 -3.54
H 3.17 -2.39 -3.35
```

These are the Löwdin partial charges, in e, on atoms 1 to 99: C -0.124; C -0.603; Cl 0.549; C -0.149; B -0.354; C -0.153; C -0.218; C -0.178; C -0.082; C -0.210; F -0.010; F 0.011; C -0.213; F -0.001; F 0.012; S 1.091; F -0.176; F -0.205; F -0.212; F -0.182; F -0.191; N 0.196; C -0.037; O -0.010; H 0.082; H 0.058; H 0.042; H 0.091; H 0.118; H 0.119; H 0.133; H 0.093; H 0.121; H 0.121; H 0.120; H 0.126; H 0.148; H 0.119; C -0.078; N 0.004; C -0.545; C -0.018; O 0.014; H 0.087; H 0.078; H 0.060; H 0.097; H 0.086; H 0.083; H 0.060; C -0.080; N -0.003; C -0.547; C -0.021; O 0.022; H 0.083; H 0.083; H 0.072; H 0.142; H 0.092; H 0.068; H 0.082; C -0.084; N 0.004; C -0.525; C -0.003; O -0.034; H 0.083; H 0.083; H 0.075; H 0.143; H 0.086; H 0.086; H 0.086; C -0.085; N 0.001; C -0.550; C -0.022; O 0.018; H 0.081; H 0.081; H 0.075; H 0.144; H 0.081; H 0.077; H 0.084; C -0.080; N 0.004; C -0.534; C -0.011; O 0.015; H 0.084; H 0.085; H 0.076; H 0.140; H 0.088; H 0.087; H 0.086; C -0.094



Entry 6:
The following is a DFT calculation (ωB97M-V with the def2-TZVPD basis set) of C16H22Cl2O2TeW as an isolated structure in a non-equilibrium geometry.

Values from the calculation:
**Orbital gap (alpha / beta)**: 4.07 / 3.53 eV
**Net charge**: -2
**Multiplicity**: 3

```
44
C16H22Cl2O2TeW ωB97M-V with the def2-TZVPD basis set
C -0.63 -0.50 -2.84
C 0.65 0.11 -2.59
C 0.47 1.10 -1.56
C 1.91 -0.23 -3.31
C -0.92 1.10 -1.16
C -1.60 0.13 -1.99
C -3.08 -0.01 -2.15
C -0.94 -1.52 -3.89
C 1.52 2.01 -1.00
C -1.58 2.14 -0.33
W -0.09 -0.82 -0.75
Cl 2.17 -1.26 -0.11
Cl -0.71 -3.08 -0.97
O -1.93 0.97 2.66
H 2.00 -1.31 -3.45
H 2.79 0.11 -2.74
H 1.94 0.24 -4.31
H 2.42 1.45 -0.74
H 1.15 2.51 -0.10
H 1.79 2.79 -1.73
H -0.97 2.42 0.53
H -2.56 1.79 0.04
H -1.76 3.05 -0.92
H -3.61 0.38 -1.27
H -3.36 -1.06 -2.30
H -3.42 0.56 -3.03
H -0.15 -2.27 -3.95
H -1.04 -1.04 -4.87
H -1.88 -2.03 -3.66
H -2.89 0.87 2.57
O -3.01 -1.06 0.94
H -3.03 -2.01 0.71
Te -1.18 -0.80 2.01
C 0.66 -0.53 3.27
C 1.65 -1.50 3.15
C 2.81 -1.39 3.93
C 2.92 -0.35 4.87
C 1.89 0.60 5.01
C 0.75 0.51 4.19
H 1.53 -2.32 2.45
H 3.61 -2.11 3.81
H 3.80 -0.28 5.50
H 1.98 1.40 5.74
H -0.06 1.24 4.29
```

Here is what Löwdin gives for the atomic charges, in e: C -0.408; C -0.398; C -0.411; C -0.090; C -0.426; C -0.392; C -0.069; C -0.091; C -0.084; C -0.078; W 0.609; Cl -0.079; Cl -0.174; O -0.535; H 0.070; H 0.052; H 0.065; H 0.034; H 0.069; H 0.065; H 0.060; H 0.059; H 0.068; H 0.054; H 0.067; H 0.068; H 0.061; H 0.070; H 0.055; H -0.021; O -0.675; H -0.086; Te 1.380; C -0.476; C -0.212; C -0.118; C -0.152; C -0.137; C -0.158; H 0.060; H 0.084; H 0.071; H 0.077; H 0.071



The lowest net charge belongs to which entry? C16H22Cl2O2TeW



The highest net charge belongs to which entry? C5H3CoLiO3



Look up the multiplicity of the third one. 1



Which of these has the highest multiplicity? C5H3CoLiO3